[1]
ORCA calculation (ωB97M-V/def2-TZVPD) on C13H18N2O2S in the gas phase at a distorted geometry.

```
36
Properties=species:S:1:pos:R:3:forces:R:3
C -1.6318 0.6962 0.0704 -0.3 -0.6 0.0
H 1.5023 -1.5654 1.5699 0.0 0.0 0.0
C -1.2952 1.2797 -1.1342 0.0 0.1 -0.2
C -0.9328 2.6333 1.2690 0.0 0.0 0.0
H 3.9796 -1.6867 1.7691 0.0 0.0 -0.1
C 2.7919 0.7931 -1.2045 0.0 0.1 0.2
H 4.4903 0.7153 1.1650 0.0 0.0 0.1
H 1.6582 -0.5226 -2.5074 0.0 -0.1 0.0
H -0.4111 -2.0943 1.0162 -0.1 0.2 0.1
C 2.5719 1.1186 0.2723 0.3 0.1 0.0
H -0.4988 3.0357 -2.0633 0.0 0.0 -0.1
C 3.5143 -1.1751 0.9229 -0.1 0.1 0.2
O -2.8930 -1.2921 -1.1303 0.3 0.2 -0.2
C 2.1275 -1.7681 0.6920 -0.1 -0.1 0.0
H 2.2609 1.5444 -1.7903 0.1 0.0 -0.1
H 4.1432 -1.3606 0.0525 0.1 -0.1 0.0
C 1.4421 -1.2407 -0.5438 0.0 -0.3 0.1
H -0.7917 3.1623 2.1994 0.0 0.0 0.1
N -0.7075 -1.8345 0.0777 -0.5 -0.1 0.6
H 3.1143 -1.2657 -1.8487 0.0 0.0 -0.1
S -2.1886 -1.0040 0.0753 0.3 -0.2 0.2
C -0.5872 3.2324 0.0675 0.0 0.0 0.0
C -1.4549 1.3494 1.2728 0.0 0.0 0.2
C 3.4717 0.3242 1.2205 -0.1 0.0 -0.1
C -0.7686 2.5610 -1.1322 0.0 -0.1 0.0
H 3.8542 0.8837 -1.4377 0.0 0.1 -0.1
H -1.4513 0.7203 -2.0414 0.0 0.0 -0.2
H 1.5221 0.9444 0.5171 -0.1 0.1 0.0
H -0.1744 4.2303 0.0670 0.0 0.1 0.0
H 3.1172 0.4818 2.2421 0.1 0.0 0.1
H 2.2085 -2.8567 0.5997 -0.1 0.0 0.1
O -2.7874 -1.3362 1.3354 0.2 0.1 0.1
N 0.1951 -1.2854 -0.7718 0.0 0.3 -1.0
H -1.7379 0.8488 2.1859 0.0 0.0 0.1
C 2.2776 -0.6055 -1.6156 0.0 0.1 -0.1
H 2.7630 2.1829 0.4297 -0.1 0.0 0.0
```
Forces are in eV/Å.

calculated total energy: -1164.30394 Eh
energy relative to the best compared isomer or geometry (same formula, charge and spin): 48.7 kcal/mol
Kohn-Sham gap: 9.88 eV
2S+1: 1
SMILES: O=S(=O)(NN=C1CCCCCC1)c1ccccc1
HOMO energy: -9.241 eV

Mulliken atomic charge list, values in e, 8 entries: atom 1 (C): 0.026, atom 2 (H): 0.401, atom 3 (C): -0.152, atom 4 (C): -0.570, atom 5 (H): 0.430, atom 6 (C): -0.723, atom 7 (H): 0.335, atom 8 (H): 0.364

[2]
ORCA calculation (ωB97M-V/def2-TZVPD) on H24O36S6Zn4 as an isolated structure at a distorted geometry.

```
70
Properties=species:S:1:pos:R:3:forces:R:3
S 3.4024 -14.1121 -17.1502 0.0 2.4 -5.6
H 2.0431 -13.3426 -12.6506 -0.3 0.3 0.8
O 2.7748 -16.5804 -14.7874 0.0 -1.1 1.1
O 2.2664 -14.4307 -9.5660 10.1 -1.5 -1.0
O 7.1202 -13.2240 -17.1557 -0.1 -0.6 1.0
O 4.5627 -15.0899 -11.2667 0.1 -0.7 1.1
O 4.5540 -12.5576 -9.8832 0.9 -1.8 -2.1
O 2.9986 -11.7364 -8.3698 -0.9 0.1 1.0
H 6.3698 -15.8916 -15.5224 1.0 2.0 0.6
O 8.1079 -18.0273 -10.7799 1.1 -0.2 1.5
H 8.1571 -14.9059 -13.9777 -1.9 0.1 -2.4
O 9.3051 -15.4526 -10.5052 0.4 -0.2 0.1
O 2.6202 -13.7959 -13.2652 -0.5 0.4 0.1
O 6.7749 -15.8312 -11.8819 1.2 0.4 1.5
O 5.3423 -11.5150 -7.9688 2.2 0.4 1.6
O 2.7898 -15.4262 -17.3447 -1.2 -2.5 0.6
S 5.4051 -15.6273 -12.3223 -1.4 2.7 -1.7
H 3.3900 -19.7911 -13.6182 0.3 -0.5 -0.1
O 7.8075 -20.2092 -13.6083 0.3 -0.7 1.1
H 2.7540 -16.0064 -15.5531 0.4 1.3 -2.1
O 3.8200 -14.0543 -15.7858 0.6 -0.7 3.8
O 4.2153 -10.1342 -9.6295 1.0 0.3 -1.1
O 0.4282 -13.4514 -10.5205 -1.1 1.7 -1.8
H 2.2506 -14.6759 -13.3370 0.2 -0.4 -0.1
H 2.0253 -16.5534 -10.4994 -0.8 0.6 0.4
Zn 4.2652 -14.4601 -9.4352 -1.6 2.1 -0.7
Zn 4.3529 -13.2286 -14.1800 0.5 1.6 -0.6
H 8.8224 -18.4722 -10.3241 0.2 -0.3 0.0
O 7.2831 -14.7010 -15.2962 0.4 -1.9 1.8
O 4.9154 -16.8855 -12.8010 -0.8 -2.7 0.9
H 9.7529 -15.6703 -9.6876 0.0 -0.2 0.3
H 5.1194 -18.3389 -11.5402 -0.2 0.8 -0.9
H 7.3304 -18.5447 -10.5700 -1.3 -0.3 -0.6
O 8.2162 -12.4783 -15.2286 3.2 0.5 2.3
O 5.2573 -18.9576 -10.8230 0.6 -0.5 1.2
O 3.3748 -18.8856 -13.3084 -0.5 -1.2 0.0
H 4.3543 -17.4160 -8.6987 0.4 -0.3 -0.4
O 5.9330 -12.5989 -15.1471 -1.0 -0.2 0.9
S 4.2834 -11.4228 -8.9455 -2.4 0.4 1.3
O 5.7670 -16.6096 -15.7158 -1.8 -2.3 -0.7
O 0.7762 -13.4331 -8.1001 -1.1 -0.4 0.1
O 3.9466 -16.5616 -8.8397 0.4 0.1 0.7
O 0.3509 -15.5059 -9.3784 -1.8 -2.1 0.8
O 5.2184 -14.7081 -13.4165 2.1 -0.8 0.1
H 6.8742 -15.1931 -10.0032 -0.1 -0.3 -1.1
O 2.4908 -16.7811 -11.3042 -0.5 -1.4 -0.8
O 7.8895 -18.9892 -15.6233 -0.1 0.8 -0.7
O 2.4402 -13.0395 -17.4018 -1.3 0.5 0.3
O 4.5166 -13.9306 -18.0774 0.2 -0.7 0.2
H 2.4622 -18.7305 -13.0648 -0.3 0.8 0.5
H 9.1966 -14.0500 -13.2859 -0.1 0.4 -0.3
H 1.8547 -16.7725 -14.6065 -0.1 -0.2 0.2
Zn 4.5152 -17.7187 -14.5383 0.5 2.3 -0.7
O 4.9354 -11.9438 -12.3754 -0.1 -0.4 -1.7
O 6.4307 -14.6475 -9.3538 0.1 0.1 1.2
O 5.9615 -18.8660 -14.1487 -0.8 -0.8 0.1
H 9.8214 -14.7384 -10.8788 -0.1 0.6 -0.3
H 6.6562 -15.0445 -8.5125 0.2 0.1 0.4
S 7.1259 -13.2928 -15.6793 -0.5 3.2 -5.5
H 4.5420 -12.5347 -11.7332 -0.1 0.0 1.2
S 0.9174 -14.1520 -9.3671 -5.3 0.8 2.2
H 4.5673 -19.6116 -10.9343 -0.1 0.0 -0.1
H 3.3506 -16.3715 -11.2083 0.0 0.3 -0.1
H 5.0946 -11.1340 -11.8905 -0.2 0.3 0.3
O 8.0452 -17.8288 -13.5037 0.4 1.0 0.0
H 3.3170 -16.4750 -8.1238 -0.8 0.3 0.1
Zn 8.6165 -16.6248 -12.1133 -1.9 0.7 -2.1
H 5.8860 -16.7776 -16.6506 -0.1 0.1 -0.3
O 8.8036 -14.9227 -13.2720 2.6 -0.7 2.4
S 7.4305 -18.9616 -14.2566 1.5 -2.0 -0.5
```
Forces are in eV/Å.

calculated total energy: -12229.62884 Eh
energy relative to the best compared isomer or geometry (same formula, charge and spin): 134.6 kcal/mol
Kohn-Sham gap: 2.51 eV
total charge: -4
2S+1: 1
HOMO energy: 2.373 eV

Mulliken atomic charge list, values in e, 8 entries: atom 1 (S): 1.425, atom 2 (H): 0.215, atom 3 (O): -0.318, atom 4 (O): -0.456, atom 5 (O): -0.730, atom 6 (O): 0.762, atom 7 (O): -0.503, atom 8 (O): -0.684

[3]
ORCA calculation (ωB97M-V/def2-TZVPD) on C3H6Cl2O3 in the gas phase at a distorted geometry.

```
14
Properties=species:S:1:pos:R:3:forces:R:3
H 1.2838 -1.7012 0.4990 0.0 1.7 -1.4
O -1.8974 1.0276 -0.0377 -2.2 1.4 -1.0
O -1.3347 -0.2772 1.6286 1.1 -0.2 -0.3
H 0.9407 -1.1962 -1.2952 1.8 0.4 1.6
C -1.1643 0.0063 0.2772 3.0 -1.0 1.3
C 1.3853 -0.8369 -0.2696 -3.2 -0.3 0.3
O 0.4827 1.3775 -0.9395 -1.8 0.4 0.1
H 1.2593 1.1448 -1.3845 1.9 0.1 -1.6
H -1.3616 1.7211 -0.4240 0.2 0.3 -0.6
C 0.3894 0.4184 0.0463 0.7 -2.3 2.4
H -2.1349 -0.7806 1.7203 -0.7 -0.4 0.2
Cl 3.0585 -0.2277 -0.1871 -0.3 -0.3 -0.5
Cl -1.6609 -1.5978 -0.6288 0.3 1.0 0.1
H 0.7540 0.9221 0.9950 -0.7 -0.9 -0.6
```
Forces are in eV/Å.

calculated total energy: -1263.98837 Eh
energy relative to the best compared isomer or geometry (same formula, charge and spin): 14.3 kcal/mol
Kohn-Sham gap: 11.48 eV
2S+1: 1
SMILES: O[C@H](CCl)C(O)(O)Cl
HOMO energy: -10.857 eV

Mulliken atomic charge list, values in e, 8 entries: atom 1 (H): 0.328, atom 2 (O): -0.519, atom 3 (O): -0.483, atom 4 (H): 0.375, atom 5 (C): 0.525, atom 6 (C): -0.549, atom 7 (O): -0.553, atom 8 (H): 0.360

[4]
ORCA calculation (ωB97M-V/def2-TZVPD) on C3H5B in the gas phase at a distorted geometry.

```
9
Properties=species:S:1:pos:R:3:forces:R:3
B 2.3171 1.2146 0.6561 -0.5 -0.1 -0.3
H 1.2207 -0.5619 0.8163 0.9 -0.6 1.2
C 1.3620 0.1616 0.0354 -1.1 -0.6 -0.5
H -2.0469 -0.0646 -0.1567 -0.7 0.9 0.2
H -1.0532 0.0488 1.3928 -0.2 0.1 0.8
H 1.8286 -0.4101 -0.7727 0.7 0.2 0.1
H -0.2260 0.4443 -1.3832 -0.3 -0.1 -2.9
C -1.1408 0.2353 0.3477 -1.8 -1.9 1.0
C -0.0988 0.1889 -0.4026 3.0 2.2 0.4
```
Forces are in eV/Å.

calculated total energy: -141.97232 Eh
energy relative to the best compared isomer or geometry (same formula, charge and spin): 61.8 kcal/mol
Kohn-Sham gap: 8.78 eV
2S+1: 1
HOMO energy: -8.487 eV

Mulliken atomic charge list, values in e, 8 entries: atom 1 (B): -0.118, atom 2 (H): 0.274, atom 3 (C): -0.550, atom 4 (H): 0.284, atom 5 (H): 0.294, atom 6 (H): 0.312, atom 7 (H): 0.340, atom 8 (C): -0.730